A 10-piece molecular cluster, C38H108F6N10O13S2 overall in a non-equilibrium geometry, computed with ωB97M-V with the def2-TZVPD basis set.

Calculated values
electronic energy = -120554.1438 eV
total charge = +8
energy above the lowest of the compared OMol25 structures with the same formula, charge and spin = 3.816 eV
frontier orbital gap = 8.6 eV

```
177
C38H108F6N10O13S2 | the OMol25 dataset | ωB97M-V with the def2-TZVPD basis set
C 7.707 8.824 8.347
F 7.950 8.656 7.038
F 6.843 7.866 8.755
F 8.874 8.686 8.966
S 6.972 10.591 8.542
O 8.099 11.473 8.399
O 5.964 10.714 7.500
N 6.332 10.603 10.149
S 5.734 12.040 10.302
O 6.649 13.153 10.052
O 4.445 12.314 9.712
C 5.484 12.275 12.177
F 4.972 13.482 12.324
F 4.532 11.418 12.608
F 6.641 12.137 12.800
C 10.019 13.119 4.091
C 8.532 13.237 4.337
C 8.221 14.419 5.272
O 6.847 14.673 5.494
C 6.110 13.570 5.999
N 7.738 13.402 3.043
H 7.769 12.441 2.696
H 6.736 13.563 3.187
H 8.078 14.047 2.325
H 10.502 12.857 5.033
H 10.470 14.048 3.742
H 10.267 12.307 3.406
H 8.185 12.266 4.692
H 8.699 15.304 4.849
H 8.692 14.288 6.250
H 5.355 13.849 6.730
H 6.690 12.822 6.557
H 5.706 12.963 5.182
C 5.527 6.717 13.652
C 5.948 8.111 13.163
C 7.333 8.490 13.718
O 8.222 8.998 12.730
C 9.400 9.630 13.328
N 6.034 7.987 11.632
H 6.399 8.912 11.351
H 6.728 7.274 11.411
H 5.179 7.748 11.137
H 4.527 6.531 13.242
H 5.424 6.723 14.736
H 6.052 5.810 13.351
H 5.242 8.913 13.356
H 7.833 7.660 14.217
H 7.090 9.312 14.397
H 9.177 10.058 14.306
H 9.720 10.480 12.732
H 10.072 8.776 13.358
C 9.937 14.424 11.266
C 9.130 15.591 10.658
C 8.271 16.284 11.737
O 7.470 15.272 12.325
C 6.513 15.881 13.153
N 10.105 16.620 10.136
H 10.705 16.312 9.368
H 9.711 17.529 9.875
H 10.691 16.835 10.952
H 9.361 13.512 11.132
H 10.193 14.582 12.313
H 10.878 14.363 10.713
H 8.584 15.181 9.810
H 7.581 16.981 11.250
H 8.926 16.767 12.469
H 6.005 15.121 13.755
H 5.683 16.425 12.690
H 7.057 16.399 13.952
C 1.136 11.796 11.826
C 0.645 12.744 12.911
C 1.452 14.033 13.036
O 0.853 14.894 13.932
C 1.816 15.621 14.712
N -0.807 13.135 12.469
H -1.325 13.685 13.159
H -0.820 13.656 11.589
H -1.256 12.237 12.284
H 2.139 11.437 12.055
H 1.209 12.243 10.833
H 0.504 10.914 11.706
H 0.387 12.470 13.936
H 1.530 14.466 12.025
H 2.471 13.662 13.208
H 1.321 16.325 15.381
H 2.420 16.256 14.060
H 2.273 14.869 15.358
C 13.478 7.992 11.586
C 13.097 8.158 10.147
C 11.824 8.975 9.986
O 12.006 10.316 10.315
C 10.860 11.127 10.205
N 14.247 8.800 9.337
H 14.084 8.813 8.329
H 14.504 9.743 9.640
H 15.070 8.204 9.481
H 12.716 7.528 12.216
H 13.573 8.969 12.066
H 14.353 7.357 11.731
H 12.842 7.200 9.692
H 11.022 8.523 10.579
H 11.483 8.826 8.949
H 9.900 10.735 10.561
H 10.685 11.355 9.147
H 11.011 12.055 10.746
C 4.985 7.192 5.106
C 3.998 7.779 6.127
C 3.294 9.012 5.597
O 2.321 9.430 6.532
C 2.766 10.249 7.631
N 2.977 6.697 6.455
H 3.338 5.774 6.721
H 2.428 6.935 7.286
H 2.318 6.442 5.707
H 4.590 7.106 4.094
H 5.394 6.268 5.513
H 5.810 7.898 4.994
H 4.451 8.071 7.073
H 2.653 8.658 4.782
H 3.991 9.759 5.217
H 1.901 10.336 8.290
H 2.932 11.276 7.304
H 3.601 9.887 8.231
C 2.224 9.760 16.582
C 3.485 9.883 17.435
C 4.177 11.258 17.407
O 4.312 11.709 16.081
C 5.137 12.898 15.996
N 3.250 9.353 18.837
H 4.170 9.123 19.226
H 2.810 9.940 19.556
H 2.704 8.494 18.742
H 2.601 9.987 15.585
H 1.500 10.560 16.762
H 1.671 8.832 16.721
H 4.230 9.253 16.942
H 5.153 11.130 17.890
H 3.601 11.919 18.066
H 6.185 12.629 15.855
H 5.092 13.535 16.878
H 4.764 13.396 15.104
C 2.521 19.263 8.678
C 3.150 18.837 10.018
C 3.421 17.344 10.127
O 4.505 17.056 9.260
C 4.821 15.648 9.236
N 4.279 19.748 10.436
H 5.186 19.429 10.064
H 4.255 20.726 10.131
H 4.496 19.626 11.429
H 3.193 19.392 7.833
H 2.051 20.245 8.806
H 1.625 18.676 8.485
H 2.420 19.069 10.798
H 2.484 16.896 9.786
H 3.557 17.069 11.182
H 5.436 15.427 10.109
H 5.375 15.470 8.314
H 3.938 15.015 9.118
C 10.151 5.853 7.256
C 9.246 4.960 6.402
C 9.822 4.745 4.979
O 8.826 4.086 4.256
C 9.266 3.040 3.336
N 9.175 3.569 7.071
H 8.361 3.070 6.701
H 9.988 2.984 6.848
H 9.118 3.633 8.087
H 11.148 5.424 7.370
H 9.684 5.985 8.236
H 10.352 6.838 6.837
H 8.194 5.231 6.417
H 10.758 4.178 5.036
H 10.063 5.715 4.531
H 8.984 2.070 3.737
H 10.328 3.056 3.088
H 8.735 3.306 2.424
```